The following is a DFT calculation (ωB97M-V/def2-TZVPD) of C5H11NO2 in the gas phase.

The largest force on an atom comes out at 3.9 eV Å⁻¹. Its gap between HOMO and LUMO is 4.4 eV. Its relative energy (zero: lowest compared OMol25 entry of this formula, charge and spin) is 9.3373 eV. The calculation puts the lowest unoccupied orbital energy at -4.03 eV. The electronic energy is -10939.9296 eV.

Element x y z (Å)
C (1.8616, 1.6322, -0.0191)
N (0.7476, 0.8009, -0.6936)
C (-0.2837, 0.1859, 0.0536)
C (-0.3120, -1.3931, 0.0458)
C (-1.1221, -1.9474, -1.1763)
O (-0.6918, -1.5589, -2.3813)
C (-0.5886, 0.7684, 1.5017)
O (-1.7813, 0.3579, 1.9088)
H (2.7410, 1.6223, -0.7522)
H (1.9323, 1.0350, 0.8537)
H (1.5758, 2.6122, 0.3645)
H (0.4871, 1.1949, -1.5760)
H (-1.0881, 0.5546, -0.5604)
H (-0.6325, -1.7589, 1.0767)
H (0.6813, -1.6804, -0.1807)
H (-1.1739, -3.1799, -0.9740)
H (-0.4868, 1.9314, 1.4260)
H (0.3276, 0.3788, 2.0579)
H (-2.1934, -1.5559, -0.9749)

Forces on the atoms, in the same order (eV/Å):
C -0.610 -2.336 -1.959
N 1.708 1.404 1.563
C -0.945 0.030 -3.825
C 0.594 0.763 2.419
C -3.006 0.096 -1.370
O 0.165 -0.912 1.957
C -0.128 0.784 2.943
O 1.980 0.489 -1.101
H -1.088 0.167 1.561
H 1.496 -0.395 0.894
H -0.389 0.250 -0.771
H -0.582 0.131 -0.254
H -1.408 -0.732 0.100
H 0.150 0.178 -1.626
H 1.323 -0.486 0.229
H 0.751 2.620 -0.300
H -0.163 -1.627 -0.325
H -0.975 0.302 0.093
H 1.125 -0.727 -0.229